This record from the Open Molecules 2025 dataset describes a 6-piece molecular cluster, C19H50O6 overall in a non-equilibrium geometry. The level of theory is ωB97M-V/def2-TZVPD.

Output
ΔE to the lowest compared entry with this formula, charge and spin	0.0	kcal per mole
SMILES string	CC(C)O.CCOCC.CCOCC.CCOCC.CCO.CCO
Kohn-Sham gap	10.208	eV

CARTESIAN COORDINATES (ANGSTROEM)
C -1.047 -4.658 -0.008
C -1.845 -3.982 -1.047
O -2.347 -2.762 -0.498
C -3.094 -1.984 -1.446
C -2.164 -1.158 -2.317
H -0.377 -3.979 0.512
H -1.612 -5.185 0.765
H -0.403 -5.422 -0.462
H -1.193 -3.726 -1.895
H -2.619 -4.648 -1.451
H -3.828 -2.600 -1.966
H -3.629 -1.286 -0.799
H -2.663 -0.749 -3.200
H -1.276 -1.680 -2.678
H -1.754 -0.295 -1.787
C 4.220 -1.175 4.425
C 3.290 -1.646 3.303
O 2.017 -2.012 3.815
C 1.805 -3.388 3.987
C 1.344 -4.034 2.693
H 4.360 -1.965 5.163
H 5.217 -1.009 4.011
H 3.764 -0.281 4.843
H 3.141 -0.852 2.573
H 3.745 -2.517 2.817
H 2.592 -3.998 4.450
H 1.001 -3.439 4.727
H 1.083 -5.087 2.815
H 2.104 -4.006 1.907
H 0.476 -3.499 2.311
C -4.990 0.718 -0.525
C -4.735 2.164 -0.055
O -3.763 2.813 -0.841
C -4.122 3.214 -2.155
C -5.286 4.205 -2.157
H -5.649 0.232 0.199
H -5.393 0.687 -1.537
H -4.102 0.080 -0.553
H -5.698 2.674 -0.053
H -4.332 2.079 0.953
H -3.214 3.628 -2.585
H -4.388 2.321 -2.733
H -5.404 4.648 -3.149
H -5.066 5.012 -1.460
H -6.229 3.703 -1.952
C 4.018 -0.356 -0.264
C 4.235 0.753 -1.279
C 5.516 0.606 -2.099
O 3.160 0.808 -2.210
H 4.187 -1.320 -0.745
H 3.071 -0.323 0.270
H 4.790 -0.226 0.505
H 4.335 1.698 -0.727
H 5.377 1.130 -3.041
H 5.714 -0.437 -2.375
H 6.408 0.913 -1.551
H 2.475 1.440 -1.934
C 0.966 4.323 -0.002
C 1.859 3.935 -1.172
O 1.247 2.869 -1.916
H 0.043 4.790 -0.352
H 1.452 5.100 0.600
H 0.730 3.509 0.679
H 2.827 3.560 -0.848
H 1.940 4.816 -1.813
H 0.297 2.902 -1.749
C 0.595 -0.030 0.528
C -0.795 0.557 0.806
O -1.040 1.606 -0.122
H 1.009 -0.583 1.373
H 1.238 0.840 0.360
H 0.641 -0.696 -0.332
H -0.769 0.966 1.820
H -1.526 -0.238 0.617
H -1.939 1.930 0.007

Computed Löwdin charges, given in elementary charges: -0.0869, -0.2957, -0.1644, -0.2553, -0.0586, 0.0487, 0.0841, 0.0863, 0.1128, 0.1224, 0.1203, 0.0625, 0.0772, 0.0725, 0.0571, -0.0657, -0.2769, -0.1625, -0.2950, -0.0831, 0.0718, 0.0729, 0.0762, 0.0931, 0.1158, 0.1192, 0.1179, 0.0794, 0.0758, 0.0574, -0.0592, -0.2560, -0.1915, -0.2520, -0.0718, 0.0878, 0.0779, 0.0283, 0.1061, 0.1195, 0.1198, 0.1090, 0.0766, 0.0837, 0.0677, -0.0558, -0.4969, -0.0570, -0.0597, 0.0849, 0.0301, 0.0808, 0.1231, 0.0773, 0.0751, 0.0756, 0.0408, -0.0877, -0.2721, -0.1041, 0.0782, 0.0754, 0.0636, 0.1013, 0.1100, 0.0706, -0.0712, -0.2848, -0.1000, 0.0608, 0.0645, 0.0819, 0.1150, 0.0993, 0.0556